Record 1
Computed, not measured: C6H8F12K4O6P2 as an isolated structure in a non-equilibrium geometry, with ωB97M-V/def2-TZVPD.

Last column: Löwdin spin population.
Cartesian coordinates (Å):
K (0.55, 1.98, -1.66)  0.00
K (-1.93, -1.90, -4.15)  0.00
K (3.41, -1.66, -2.52)  0.00
K (0.29, -4.76, 0.34)  0.00
P (3.54, 1.98, -3.82)  0.00
F (3.82, 0.41, -4.42)  0.00
F (5.13, 2.25, -3.56)  0.00
F (3.69, 2.54, -5.30)  0.00
F (3.24, 3.42, -3.14)  0.00
F (1.94, 1.75, -3.92)  0.00
F (3.49, 1.34, -2.31)  0.00
P (0.07, -1.28, -0.58)  0.00
F (-0.35, 0.01, 0.33)  0.00
F (-1.20, -2.24, -0.14)  0.00
F (-0.70, -0.74, -1.97)  0.00
F (0.81, -2.46, -1.45)  0.00
F (1.44, -0.44, -1.08)  0.00
F (0.76, -2.04, 0.72)  0.00
C (-4.18, -1.15, 0.88)  0.00
C (-3.76, 0.26, 0.62)  0.00
O (-3.68, 0.24, -0.82)  0.00
C (-4.39, -0.83, -1.30)  0.00
O (-4.82, -1.07, -2.43)  0.00
O (-4.74, -1.61, -0.32)  0.00
H (-4.86, -1.24, 1.73)  0.00
H (-3.34, -1.84, 1.05)  0.00
H (-2.79, 0.30, 1.11)  0.00
H (-4.51, 0.97, 0.98)  0.00
C (0.70, 1.62, 3.51)  0.01
C (1.90, 0.84, 2.94)  0.01
O (2.17, -0.24, 3.85)  0.04
C (1.22, -0.23, 4.80)  0.07
O (1.30, -0.91, 5.82)  0.83
O (0.33, 0.73, 4.56)  0.04
H (-0.07, 1.70, 2.74)  0.00
H (1.08, 2.56, 3.91)  0.00
H (2.83, 1.40, 2.94)  0.00
H (1.61, 0.35, 2.01)  0.00

Calculated values
Charge   +3
Lowest unoccupied orbital energy (spin up / spin down)   -8.73 / -14.50 eV
ΔE to the lowest compared entry with this formula, charge and spin   0.0 kcal/mol
Orbital gap (spin up / spin down)   0.3482 / 0.1361 Eh
2S+1   2
M   622.44 g/mol
⟨S²⟩   0.7544
E_HOMO (spin up / spin down)   -18.21 / -18.21 eV
E   -4965.28832 Eh

---

Record 2
Computed, not measured: a 2-piece molecular cluster, C6H8F3N overall in a non-equilibrium geometry, with ωB97M-V/def2-TZVPD.

Last column: natural (NBO) charge in e.
Cartesian coordinates (Å):
C (-0.49, -1.00, -1.51)  -0.66
C (0.14, -1.46, -0.20)  -0.15
C (1.40, 1.86, 0.98)  -0.28
C (1.74, 0.68, 0.18)  0.16
C (-0.20, -0.80, 0.89)  -0.42
C (2.90, -0.10, -0.23)  0.94
N (1.03, 1.59, -0.38)  -0.32
F (3.99, 0.66, -0.13)  -0.29
F (3.07, -1.22, 0.58)  -0.34
F (2.75, -0.57, -1.43)  -0.29
H (0.20, -0.18, -1.85)  0.24
H (-0.61, -1.85, -2.18)  0.22
H (1.06, -2.12, -0.21)  0.22
H (0.71, 1.80, 1.77)  0.18
H (2.21, 2.54, 1.34)  0.18
H (-0.93, -0.01, 0.70)  0.19
H (0.25, -0.90, 1.84)  0.21
H (-1.46, -0.51, -1.25)  0.21

Calculated values
Lowest unoccupied orbital energy   0.35 eV
ΔE to the lowest compared entry with this formula, charge and spin   0.0 kcal/mol
Orbital gap   0.3635 Eh
SMILES   FC(F)(F)C1=NC1.C=CC
M   151.13 g/mol
E_HOMO   -9.54 eV
E   -587.64078 Eh

---

Record 3
Computed, not measured: a 2-piece molecular cluster, C6H8FNO overall in a non-equilibrium geometry, with ωB97M-V/def2-TZVPD.

Last column: natural (NBO) charge in e.
Cartesian coordinates (Å):
C (0.86, -1.60, -0.03)  0.23
C (0.30, -0.15, 2.72)  0.36
C (0.64, 0.43, -1.36)  -0.64
C (-1.46, -0.53, -0.12)  -0.64
C (0.76, 0.59, 1.47)  0.18
C (0.06, -0.44, -0.26)  -0.05
N (1.61, -2.41, 0.25)  -0.32
O (-0.57, 0.17, 3.46)  -0.48
F (0.15, 1.77, 1.25)  -0.34
H (1.14, -0.89, 3.07)  0.12
H (0.11, 1.33, -1.57)  0.23
H (1.72, 0.54, -1.24)  0.23
H (0.54, -0.03, -2.32)  0.23
H (-1.75, -1.20, 0.74)  0.24
H (-1.96, 0.47, -0.07)  0.24
H (-1.93, -0.85, -1.00)  0.23
H (1.80, 0.73, 1.35)  0.18

Calculated values
Lowest unoccupied orbital energy   -0.35 eV
ΔE to the lowest compared entry with this formula, charge and spin   44.2 kcal/mol
Orbital gap   0.3374 Eh
M   129.13 g/mol
E_HOMO   -9.53 eV
E   -463.17928 Eh

---

Record 4
Computed, not measured: C6H8GaO6 as an isolated structure in a non-equilibrium geometry, with ωB97M-V/def2-TZVPD.

Last column: Löwdin spin population.
Cartesian coordinates (Å):
O (2.32, -0.03, -0.15)  0.03
C (3.25, -0.48, 0.80)  0.00
O (3.89, -1.48, 0.60)  0.00
O (3.24, 0.37, 1.75)  0.01
C (1.74, -0.90, -1.14)  0.11
H (2.52, -1.08, -1.89)  0.02
H (1.47, -1.86, -0.67)  0.00
C (0.54, -0.22, -1.69)  0.68
H (0.68, 0.59, -2.42)  0.03
H (-0.39, -0.79, -1.73)  0.03
O (-1.09, 0.43, 1.43)  0.00
C (-0.87, 1.26, 0.45)  0.02
C (-2.38, -0.21, 1.26)  0.00
O (0.28, 1.64, 0.11)  0.04
O (-1.86, 1.35, -0.40)  0.01
C (-2.94, 0.48, 0.01)  0.00
H (-2.97, -0.02, 2.16)  0.00
H (-2.21, -1.28, 1.13)  0.00
H (-3.82, 1.10, 0.21)  0.00
H (-3.13, -0.21, -0.81)  0.00
Ga (1.72, 1.35, 1.00)  0.01

Calculated values
Charge   +2
Lowest unoccupied orbital energy (spin up / spin down)   -11.69 / -11.69 eV
ΔE to the lowest compared entry with this formula, charge and spin   0.0 kcal/mol
Orbital gap (spin up / spin down)   0.2006 / 0.2726 Eh
2S+1   2
M   245.85 g/mol
⟨S²⟩   0.7536
E_HOMO (spin up / spin down)   -17.15 / -19.11 eV
E   -2608.86389 Eh

---

Record 5
Computed, not measured: one molecule with the formula C6H8I2O6 in a non-equilibrium geometry, with ωB97M-V/def2-TZVPD.

Last column: natural (NBO) charge in e.
Cartesian coordinates (Å):
C (-2.54, -1.93, 0.82)  0.76
C (-0.84, -0.34, 0.25)  0.01
C (-3.24, -0.53, 0.71)  0.03
C (-2.21, 0.24, -0.25)  0.21
C (1.73, 0.03, 0.27)  -0.07
C (0.38, -0.23, -0.54)  0.04
O (-3.04, -2.97, 1.09)  -0.51
O (-1.24, -1.72, 0.56)  -0.49
O (-3.39, 0.06, 1.95)  -0.70
O (-2.37, 0.08, -1.56)  -0.73
O (2.62, 0.75, -0.52)  -0.71
O (0.17, 0.82, -1.52)  -0.76
I (-5.09, -0.60, -0.39)  0.12
I (-2.43, 2.36, 0.21)  0.04
H (-0.63, 0.04, 1.24)  0.20
H (1.44, 0.56, 1.12)  0.17
H (2.14, -0.97, 0.81)  0.18
H (0.60, -1.13, -1.05)  0.18
H (-3.89, 0.91, 1.86)  0.50
H (-1.95, 0.65, -2.15)  0.52
H (3.27, 0.07, -0.91)  0.49
H (0.98, 1.36, -1.74)  0.51

Calculated values
Lowest unoccupied orbital energy   0.14 eV
ΔE to the lowest compared entry with this formula, charge and spin   15.3 kcal/mol
Orbital gap   0.3535 Eh
SMILES   O=C1O[C@@H]([C@@H](O)CO)[C@](O)(I)[C@@]1(O)I
M   429.93 g/mol
E_HOMO   -9.48 eV
E   -1280.19920 Eh

---

Record 6
Computed, not measured: C6H8IrLiO6 as an isolated structure in a non-equilibrium geometry, with ωB97M-V/def2-TZVPD.

Last column: Löwdin spin population.
Cartesian coordinates (Å):
O (-2.34, -0.58, -0.34)  0.03
C (-1.26, -0.28, 0.33)  0.28
C (-2.09, -1.36, -1.54)  0.05
O (-0.30, 0.30, -0.38)  0.05
O (-0.60, -2.50, -0.05)  0.57
C (-1.58, -2.71, -1.01)  0.07
H (-1.34, -0.86, -2.17)  0.00
H (-3.05, -1.46, -2.06)  0.00
H (-1.17, -3.25, -1.88)  0.02
H (-2.43, -3.28, -0.61)  0.01
O (0.52, 1.97, 1.00)  0.01
C (0.83, 0.75, 0.45)  0.03
C (0.76, 2.96, 0.00)  0.00
O (1.21, -0.17, 1.32)  0.23
O (1.87, 0.98, -0.47)  0.01
C (1.97, 2.39, -0.74)  0.00
H (0.96, 3.91, 0.50)  0.00
H (-0.12, 3.05, -0.65)  0.00
H (2.92, 2.76, -0.35)  0.00
H (1.92, 2.56, -1.83)  0.00
Ir (-0.11, -1.52, 1.59)  2.61
Li (3.00, -0.25, 0.65)  0.00

Calculated values
Charge   +2
Lowest unoccupied orbital energy (spin up / spin down)   -8.83 / -11.02 eV
ΔE to the lowest compared entry with this formula, charge and spin   51.4 kcal/mol
Orbital gap (spin up / spin down)   0.3030 / 0.2659 Eh
2S+1   5
M   375.28 g/mol
⟨S²⟩   6.0306
E_HOMO (spin up / spin down)   -17.07 / -18.25 eV
E   -795.91728 Eh

---

Record 7
Computed, not measured: C6H8KO3 as an isolated structure in a non-equilibrium geometry, with ωB97M-V/def2-TZVPD.

Last column: natural (NBO) charge in e.
Cartesian coordinates (Å):
K (-1.96, 0.00, 2.81)  0.97
O (-1.85, 0.97, 0.46)  -0.58
C (-1.36, 0.43, -0.49)  0.96
O (-1.63, 0.74, -1.73)  -0.44
C (-0.53, 0.50, -2.63)  -0.11
C (0.72, 0.57, -1.77)  -0.07
H (-0.54, 1.29, -3.40)  0.24
H (-0.68, -0.49, -3.05)  0.22
H (1.51, -0.12, -2.09)  0.25
H (1.08, 1.59, -1.58)  0.22
O (0.20, 0.07, -0.51)  -0.38
C (0.90, 0.05, 0.72)  -0.23
C (0.63, -1.10, 1.50)  -0.24
C (0.65, -1.16, 2.86)  -0.62
H (0.99, 1.06, 1.13)  0.18
H (0.39, -2.00, 0.93)  0.21
H (0.87, -0.27, 3.46)  0.19
H (0.61, -2.12, 3.37)  0.22

Calculated values
Charge   +1
Lowest unoccupied orbital energy (spin up / spin down)   -4.32 / -4.33 eV
ΔE to the lowest compared entry with this formula, charge and spin   4.7 kcal/mol
Orbital gap (spin up / spin down)   0.2152 / 0.2150 Eh
M   167.23 g/mol
E_HOMO (spin up / spin down)   -10.18 / -10.18 eV
E   -1058.72261 Eh

---

Record 8
Computed, not measured: an isolated ion of composition C6H8N and charge +1 in a non-equilibrium geometry, with ωB97M-V/def2-TZVPD.

Last column: natural (NBO) charge in e.
Cartesian coordinates (Å):
C (0.30, -2.66, 0.53)  -0.11
C (-0.36, -1.71, 0.29)  0.06
C (1.95, 1.18, -0.94)  -0.31
C (-2.11, -0.24, 0.95)  0.14
C (1.01, 1.16, 0.02)  -0.23
C (-0.37, 0.76, -0.52)  -0.26
N (-1.08, -0.33, 0.22)  -0.24
H (0.89, -3.62, 0.54)  0.29
H (2.92, 1.57, -0.72)  0.23
H (1.86, 0.62, -1.90)  0.21
H (-2.62, 0.71, 0.79)  0.23
H (-2.39, -1.04, 1.63)  0.26
H (1.16, 1.36, 1.08)  0.24
H (-0.16, 0.67, -1.65)  0.27
H (-0.98, 1.56, -0.34)  0.22

Calculated values
Charge   +1
Lowest unoccupied orbital energy   -5.34 eV
ΔE to the lowest compared entry with this formula, charge and spin   138.4 kcal/mol
Orbital gap   0.3288 Eh
SMILES   C#C[N+](=C)CC=C
M   94.14 g/mol
E_HOMO   -14.29 eV
E   -287.73561 Eh

---

Record 9
Computed, not measured: C6H8N as an isolated structure in a non-equilibrium geometry, with ωB97M-V/def2-TZVPD.

Last column: natural (NBO) charge in e.
Cartesian coordinates (Å):
C (0.57, -0.54, 1.85)  -0.29
C (1.77, -0.06, 1.43)  -0.08
C (-0.45, -0.60, 0.93)  0.01
C (1.16, 0.62, -0.27)  0.00
C (-1.25, 0.74, -0.94)  -0.20
C (-0.69, -0.47, -1.49)  -0.18
N (-0.12, 0.11, -0.24)  -0.32
H (0.54, -1.04, 2.71)  0.26
H (2.87, 0.24, 1.71)  0.30
H (-1.48, -0.85, 0.94)  0.23
H (1.45, 1.48, -0.88)  0.23
H (-0.91, 1.59, -1.54)  0.26
H (-2.25, 0.71, -0.42)  0.27
H (-1.06, -1.45, -1.38)  0.25
H (-0.13, -0.48, -2.40)  0.26

Calculated values
Charge   +1
Lowest unoccupied orbital energy (spin up / spin down)   -4.67 / -5.14 eV
ΔE to the lowest compared entry with this formula, charge and spin   174.5 kcal/mol
Orbital gap (spin up / spin down)   0.3043 / 0.3029 Eh
M   94.14 g/mol
E_HOMO (spin up / spin down)   -12.95 / -13.38 eV
E   -287.67818 Eh

---

Record 10
Computed, not measured: an isolated ion of composition C6H8N and charge +1 in a non-equilibrium geometry, with ωB97M-V/def2-TZVPD.

Last column: natural (NBO) charge in e.
Cartesian coordinates (Å):
C (-0.38, 0.69, 0.11)  -0.09
C (-0.23, 0.29, 1.29)  0.32
C (-1.39, 0.41, -0.87)  -0.05
C (-0.44, 1.29, -1.18)  0.18
C (0.20, 2.11, -2.20)  -0.66
C (0.54, -1.95, 1.57)  -0.42
N (-0.03, -0.70, 2.06)  -0.46
H (-2.14, -0.29, -0.90)  0.27
H (0.14, 3.10, -1.90)  0.26
H (-0.40, 2.07, -3.08)  0.26
H (1.25, 1.71, -2.19)  0.27
H (1.43, -1.72, 1.01)  0.23
H (0.77, -2.56, 2.48)  0.24
H (-0.28, -2.33, 0.93)  0.22
H (-0.23, -0.65, 3.09)  0.43

Calculated values
Charge   +1
Lowest unoccupied orbital energy   -3.92 eV
ΔE to the lowest compared entry with this formula, charge and spin   116.0 kcal/mol
Orbital gap   0.3606 Eh
SMILES   C[NH+]=C=C1C=C1C
M   94.14 g/mol
E_HOMO   -13.73 eV
E   -287.77138 Eh

---

Q: Number 1 is which compound?
A: C6H8F12K4O6P2

---

Q: Number 9 is which compound?
A: C6H8N

---

Please write out number 6 again, unchanged.
Computed, not measured: C6H8IrLiO6 as an isolated structure in a non-equilibrium geometry, with ωB97M-V/def2-TZVPD.

Last column: Löwdin spin population.
Cartesian coordinates (Å):
O (-2.34, -0.58, -0.34)  0.03
C (-1.26, -0.28, 0.33)  0.28
C (-2.09, -1.36, -1.54)  0.05
O (-0.30, 0.30, -0.38)  0.05
O (-0.60, -2.50, -0.05)  0.57
C (-1.58, -2.71, -1.01)  0.07
H (-1.34, -0.86, -2.17)  0.00
H (-3.05, -1.46, -2.06)  0.00
H (-1.17, -3.25, -1.88)  0.02
H (-2.43, -3.28, -0.61)  0.01
O (0.52, 1.97, 1.00)  0.01
C (0.83, 0.75, 0.45)  0.03
C (0.76, 2.96, 0.00)  0.00
O (1.21, -0.17, 1.32)  0.23
O (1.87, 0.98, -0.47)  0.01
C (1.97, 2.39, -0.74)  0.00
H (0.96, 3.91, 0.50)  0.00
H (-0.12, 3.05, -0.65)  0.00
H (2.92, 2.76, -0.35)  0.00
H (1.92, 2.56, -1.83)  0.00
Ir (-0.11, -1.52, 1.59)  2.61
Li (3.00, -0.25, 0.65)  0.00

Calculated values
Charge   +2
Lowest unoccupied orbital energy (spin up / spin down)   -8.83 / -11.02 eV
ΔE to the lowest compared entry with this formula, charge and spin   51.4 kcal/mol
Orbital gap (spin up / spin down)   0.3030 / 0.2659 Eh
2S+1   5
M   375.28 g/mol
⟨S²⟩   6.0306
E_HOMO (spin up / spin down)   -17.07 / -18.25 eV
E   -795.91728 Eh

---

Q: Among the records above, which one has the lowest E?
A: C6H8F12K4O6P2